{"formula": "C30H39F21O18S", "method": "ωB97M-V with the def2-TZVPD basis set", "charge": 0, "smiles": "CCOC(=O)C(F)(F)F.CCOC(=O)C(F)(F)F.CCOC(=O)C(F)(F)F.CCOC(=O)C(F)(F)F.CCOC(=O)C(F)(F)F.CCOC(=O)C(F)(F)F.CCOC(=O)C(F)(F)F.O=S1(=O)OCCO1", "lumo_energy_ev": -0.10, "orbital_gap_ev": 10.92, "e_tot_ev": -136495.852, "species": ["C", "C", "O", "C", "O", "C", "F", "F", "F", "H", "H", "H", "H", "H", "C", "C", "O", "C", "O", "C", "F", "F", "F", "H", "H", "H", "H", "H", "C", "C", "O", "C", "O", "C", "F", "F", "F", "H", "H", "H", "H", "H", "C", "C", "O", "C", "O", "C", "F", "F", "F", "H", "H", "H", "H", "H", "C", "C", "O", "C", "O", "C", "F", "F", "F", "H", "H", "H", "H", "H", "C", "C", "O", "C", "O", "C", "F", "F", "F", "H", "H", "H", "H", "H", "C", "C", "O", "C", "O", "C", "F", "F", "F", "H", "H", "H", "H", "H", "O", "S", "O", "O", "C", "C", "O", "H", "H", "H", "H"], "positions_angstrom": [[-5.140, -0.305, -0.429], [-6.142, -1.340, 0.115], [-6.459, -2.357, -0.893], [-5.846, -3.540, -0.868], [-4.772, -3.835, -0.294], [-6.533, -4.617, -1.719], [-7.043, -5.574, -0.976], [-7.657, -4.122, -2.367], [-5.596, -5.124, -2.417], [-5.525, 0.279, -1.265], [-4.270, -0.875, -0.753], [-4.689, 0.335, 0.329], [-6.985, -0.758, 0.485], [-5.851, -1.909, 0.998], [4.846, -8.267, 3.011], [3.965, -7.467, 3.948], [3.519, -6.392, 3.196], [2.669, -5.407, 3.553], [2.135, -5.317, 4.676], [2.355, -4.386, 2.408], [3.361, -4.387, 1.484], [1.207, -4.709, 1.738], [2.222, -3.095, 2.925], [5.518, -8.936, 3.551], [5.551, -7.632, 2.474], [4.192, -8.853, 2.365], [4.358, -7.183, 4.924], [3.157, -8.168, 4.156], [-1.305, -1.960, 1.659], [-0.310, -1.267, 0.635], [-0.785, 0.063, 0.231], [0.077, 0.940, -0.485], [1.157, 0.510, -0.911], [-0.477, 2.393, -0.654], [-1.870, 2.353, -0.441], [0.105, 3.207, 0.228], [-0.428, 2.808, -1.983], [-2.326, -1.904, 1.281], [-1.361, -1.505, 2.648], [-0.963, -2.975, 1.860], [-0.313, -1.858, -0.281], [0.742, -1.103, 0.868], [-3.868, 2.117, -6.225], [-3.454, 3.352, -5.401], [-2.092, 3.425, -5.561], [-1.512, 4.458, -5.000], [-2.086, 5.309, -4.345], [-0.043, 4.464, -5.126], [0.629, 4.550, -3.988], [0.406, 3.417, -5.826], [0.113, 5.561, -5.906], [-4.955, 2.083, -6.298], [-3.354, 1.221, -5.877], [-3.461, 2.094, -7.236], [-3.743, 3.268, -4.353], [-3.908, 4.208, -5.900], [-0.939, 6.623, -0.431], [-0.600, 7.604, 0.724], [-1.226, 8.885, 0.603], [-2.484, 9.023, 1.012], [-3.083, 8.237, 1.860], [-3.256, 10.322, 0.640], [-4.315, 10.137, -0.189], [-3.848, 10.837, 1.698], [-2.469, 11.202, 0.136], [-0.043, 6.416, -1.017], [-1.579, 7.138, -1.147], [-1.363, 5.751, 0.067], [0.465, 7.818, 0.814], [-0.919, 7.110, 1.642], [2.911, -1.779, -2.292], [3.742, -1.083, -1.214], [5.019, -1.062, -1.862], [6.159, -0.858, -1.212], [6.304, -0.720, -0.021], [7.373, -1.034, -2.209], [6.959, -1.581, -3.309], [7.949, 0.201, -2.478], [8.310, -1.801, -1.693], [1.910, -2.108, -2.014], [3.421, -2.669, -2.659], [2.668, -0.994, -3.008], [3.825, -1.548, -0.231], [3.359, -0.063, -1.226], [4.059, 2.220, -0.262], [3.935, 1.676, 1.175], [3.000, 2.676, 1.594], [3.343, 3.850, 2.239], [4.492, 4.206, 2.531], [2.105, 4.712, 2.610], [1.711, 5.392, 1.607], [1.088, 3.961, 3.067], [2.406, 5.520, 3.611], [4.778, 1.680, -0.879], [4.424, 3.246, -0.300], [3.173, 2.107, -0.886], [4.842, 1.917, 1.729], [3.411, 0.735, 1.344], [-1.525, -7.418, 1.088], [-2.346, -6.879, 2.173], [-3.799, -6.932, 1.967], [-1.926, -7.510, 3.686], [-0.948, -6.609, 4.330], [-1.564, -5.237, 3.974], [-1.903, -5.343, 2.622], [-0.967, -6.835, 5.396], [0.009, -6.844, 3.865], [-0.774, -4.510, 4.162], [-2.437, -5.072, 4.604]]}